No. 1
C5H4N4O4 in the gas phase at a distorted geometry, computed with ωB97M-V/def2-TZVPD.

The value obtained for the lowest unoccupied orbital energy is -0.0185 Eh. For the HOMO energy, the calculation gives -10.32 eV. The total energy comes out at -19391.5099 eV. The value obtained for the gap between HOMO and LUMO is 9.82 eV. For the relative energy (zero: lowest compared OMol25 entry of this formula, charge and spin), the calculation gives 85.5 kcal per mole.

Atoms and positions in Å:
O -2.60 -2.14 0.07
O -2.80 2.14 -0.45
O -4.51 -1.20 -0.33
O -4.50 1.29 0.44
N 1.76 -0.13 0.00
N -2.71 -0.02 0.22
N -3.35 -1.20 -0.04
N -3.40 1.22 0.04
C -1.10 -0.03 0.08
C -0.35 0.21 1.22
C 1.08 0.23 1.10
C -0.41 -0.25 -1.10
C 1.03 -0.14 -1.11
H -0.68 0.45 2.19
H 1.74 0.43 1.96
H 1.65 -0.24 -2.02
H -0.82 -0.47 -2.13

Partial atomic charges computed with the natural (NBO) method, in multiples of e: -0.364 -0.349 -0.334 -0.303 -0.395 -0.206 0.646 0.647 0.181 -0.272 0.049 -0.269 0.056 0.242 0.210 0.211 0.251

***

No. 2
C5H7NOS in the gas phase at a distorted geometry, computed with ωB97M-V/def2-TZVPD.

The value obtained for the lowest unoccupied orbital energy is 0.0258 Eh. For the HOMO energy, the calculation gives -9.20 eV. The total energy comes out at -19668.1439 eV. The value obtained for the gap between HOMO and LUMO is 9.90 eV. For the relative energy (zero: lowest compared OMol25 entry of this formula, charge and spin), the calculation gives 79.8 kcal per mole.

Atoms and positions in Å:
S -2.13 -0.22 0.05
O 1.52 -0.51 1.46
N 1.72 -0.63 -1.37
C 0.46 2.56 -0.04
C 0.07 1.40 -0.07
C 0.47 -1.03 -0.73
C 0.44 -0.98 0.76
C -0.41 0.03 -0.02
H 2.35 -0.31 -0.63
H 1.47 0.50 1.49
H -2.35 -0.23 -1.32
H 1.55 0.15 -1.99
H 0.84 3.56 0.09
H -0.11 -1.74 1.29
H -0.04 -1.82 -1.25

Partial atomic charges computed with the natural (NBO) method, in multiples of e: 0.054 -0.701 -0.809 -0.221 -0.050 -0.051 0.122 -0.371 0.373 0.496 0.128 0.364 0.249 0.204 0.214

***

No. 3
A gas-phase ion, C2HF3NO6S (charge -1) at a distorted geometry, computed with ωB97M-V/def2-TZVPD.

The value obtained for the lowest unoccupied orbital energy is 0.1149 Eh. Its total charge is -1. For the HOMO energy, the calculation gives -6.36 eV. The total energy comes out at -34851.6106 eV. The value obtained for the gap between HOMO and LUMO is 9.49 eV. For the relative energy (zero: lowest compared OMol25 entry of this formula, charge and spin), the calculation gives 17.5 kcal per mole.

Atoms and positions in Å:
S 2.02 -0.70 -0.41
F -2.48 -1.08 0.90
F -2.21 0.79 -0.22
F -2.40 -1.09 -1.23
O -0.53 -0.65 -0.29
O 2.10 -0.83 -1.83
O 0.64 2.38 1.05
O -0.48 0.67 1.84
O 3.05 0.08 0.20
O 1.53 -1.87 0.32
N 0.16 1.23 1.00
C 0.29 0.46 -0.19
C -1.79 -0.54 -0.13
H 0.11 1.17 -1.03

Partial atomic charges computed with the natural (NBO) method, in multiples of e: 2.407 -0.315 -0.368 -0.351 -0.482 -0.972 -0.414 -0.376 -0.969 -0.958 0.497 -0.101 1.187 0.213